(1)
Molecular formula: C24H54FN3O11PS
Method: DFT, ωB97M-V with the def2-TZVPD basis set

Summary:
HOMO-LUMO gap: 7.3 eV
Total charge: +1

Cartesian coordinates (Å):
S 1.5945 -5.8142 -1.0674
P -2.4049 0.6737 0.4334
F 2.4508 1.2243 0.5667
O -5.6182 4.5652 -1.8251
O 3.7019 -0.3025 1.5462
O -0.8983 3.0073 -1.2202
O 2.3500 0.0940 -2.7191
O -9.2911 7.9636 -3.9644
O -3.0573 0.1082 1.6192
O -1.5167 -4.8002 -2.5471
O 1.7721 0.5345 7.0106
O 8.2068 -2.1647 1.3771
O 6.5347 -4.0811 3.7300
O 1.4668 -3.0048 1.6377
N 3.3798 -0.4176 -0.7408
N -1.1680 -0.4485 -0.1536
N 1.7287 -3.0829 -1.4357
C 7.9242 -3.2348 0.4745
C 0.9688 -0.8649 -1.0642
C 1.4790 -0.5178 6.1011
C 2.2659 -0.3282 -1.6017
C -1.5824 -5.9841 -3.3524
C -2.2846 4.9743 -1.5994
C 6.9740 -3.3140 4.8506
C -10.2462 7.4144 -3.0605
C 8.0846 -2.7974 -0.9686
C -1.0576 4.4086 -0.9200
C 3.0986 -3.3527 3.4123
C -1.8969 -5.6655 -4.7994
C 0.7357 -2.2501 -0.9960
C 2.3660 -3.9565 2.2372
C -0.4962 -2.6863 -0.4938
C -6.2979 4.9986 -3.0080
C 6.7475 -1.8318 4.6351
C 3.2224 0.1252 0.5611
C 1.7011 -4.3001 -1.2494
C 1.6270 -0.0811 4.6549
C -1.4254 -1.7778 -0.0723
C -6.4518 6.5044 -3.0585
C -11.1794 6.4322 -3.7429
C 0.0015 0.0139 -0.6467
H -7.2788 4.5149 -3.0565
H 7.3974 -1.9796 -1.2017
H 3.0773 -4.3066 1.4816
H 0.4639 -0.8870 6.2844
H 8.6205 -4.0366 0.7140
H -2.8662 -5.1690 -4.8844
H 3.7681 -4.0772 3.8749
H 7.0764 -1.2484 5.4959
H 2.3844 -3.0029 4.1585
H 1.4173 -0.9084 3.9742
H 3.6911 -2.4923 3.0951
H -11.7433 6.9246 -4.5381
H 2.0118 -2.2574 1.3673
H -2.3741 -4.3662 -2.6024
H -9.6722 6.9180 -2.2783
H -1.9246 -6.5738 -5.4009
H -6.1364 4.8564 -1.0682
H -2.4139 6.0288 -1.3577
H -1.1446 -4.9940 -5.2141
H 1.1577 1.2559 6.8447
H -3.1818 4.4376 -1.2941
H -5.4743 6.9871 -3.0112
H -10.6100 5.6207 -4.1976
H -2.3711 -2.0891 0.3455
H -1.1427 4.4818 0.1637
H 7.5935 -1.4478 1.1870
H -5.7015 4.6425 -3.8471
H -10.8200 8.2246 -2.5993
H -1.6465 1.8260 0.6026
H -6.9583 6.8190 -3.9695
H 0.9401 0.7383 4.4249
H -0.8035 2.9243 -2.1759
H -2.3341 -6.6608 -2.9369
H 7.2975 -1.4932 3.7556
H -0.7342 -3.7388 -0.4343
H -9.7731 8.4220 -4.6599
H -0.1543 4.9409 -1.2259
H 1.7533 -4.8017 2.5466
H 5.6892 -1.6265 4.4611
H 6.9047 -3.5988 0.6537
H 8.0352 -3.5133 5.0274
H -11.8896 6.0072 -3.0328
H 0.1239 1.0897 -0.6928
H 9.0975 -2.4349 -1.1416
H -0.6083 -6.4632 -3.2663
H -7.0354 6.8635 -2.2078
H -2.2048 4.8781 -2.6850
H 7.8847 -3.6203 -1.6558
H -3.3127 0.8390 -0.6191
H 4.1446 0.0594 -1.2215
H 7.0411 -3.7848 2.9656
H 6.4118 -3.6701 5.7129
H 2.6393 0.2798 4.4678
H 2.1783 -1.3207 6.3313

(2)
Molecular formula: C12H15N5O3S3
Method: DFT, ωB97M-V with the def2-TZVPD basis set

Summary:
HOMO-LUMO gap: 8.7 eV
Total charge: 0

Cartesian coordinates (Å):
S -3.9320 -1.6923 -0.1227
S -4.0465 -3.1963 2.5284
S 0.1734 0.6102 -0.6610
O 3.3365 2.8135 0.0431
O -1.9154 -3.4205 -1.3888
O 1.1303 3.2053 -0.2199
N -1.8824 -2.3153 1.4604
N 1.9383 -1.2568 -0.5802
N -0.1395 -2.1283 -1.0261
N -1.4869 -2.9128 2.5822
N -2.3065 -4.0112 4.4772
C 2.6174 -0.1115 -0.3522
C 0.6678 -1.0671 -0.7479
C -1.4983 -2.3202 -1.1219
C 1.7473 5.2587 -1.3764
C 1.3421 4.6066 -0.0622
C -2.4477 -3.4223 3.2704
C -3.1526 -2.3626 1.2625
C -2.4021 -1.1140 -0.9556
C -2.7541 -0.5151 -2.3090
C 4.0825 -0.1662 -0.1232
C 2.2133 2.4138 -0.1582
C 1.8383 1.0231 -0.3587
H -3.0402 -4.6220 4.7928
H 4.2871 -0.7756 0.7552
H 4.5650 -0.6406 -0.9756
H -1.3649 -4.2549 4.7381
H -3.1929 -1.2774 -2.9492
H -1.9639 -0.3735 -0.2870
H 4.4782 0.8337 0.0200
H -1.8575 -0.1234 -2.7847
H 1.8399 6.3318 -1.2365
H -3.4680 0.2952 -2.1850
H 0.3876 4.9981 0.2955
H 0.3842 -2.9983 -1.0897
H 2.7044 4.8627 -1.7073
H 0.9989 5.0618 -2.1405
H 2.1189 4.7634 0.6937

(3)
Molecular formula: C22H27N3O4S
Method: DFT, ωB97M-V with the def2-TZVPD basis set

Summary:
HOMO-LUMO gap: 8.2 eV
Total charge: 0

Cartesian coordinates (Å):
S 4.2407 -1.7756 -0.6397
O 4.9353 -1.9736 0.6030
O 4.7136 -2.4373 -1.8169
O -1.9695 -4.0630 0.5532
O 6.3105 1.5652 -0.6178
N 4.1057 -0.1437 -1.0146
N -4.2241 0.0133 0.8582
N -2.5206 -2.0079 -0.1983
C -0.1813 -2.6281 -0.0476
C 0.6742 -2.6492 1.0481
C 6.6730 2.9204 -0.4108
C 1.6779 -2.1558 -1.4963
C -7.0189 2.3871 -1.1940
C 5.8562 3.4177 0.7800
C -1.6306 -2.9677 0.1460
C 0.3265 -2.3954 -1.3242
C -3.9388 -2.2545 -0.0324
C 4.1646 0.7551 0.1164
C -4.5007 -1.3872 1.1041
C 2.5096 -2.1510 -0.3931
C -5.1330 0.7819 0.1348
C -5.6725 2.4917 -1.4895
C -6.4975 0.7018 0.4364
C -4.7406 1.7019 -0.8412
C -2.8036 0.2229 0.7147
C 5.7133 2.1393 1.6040
C -7.4216 1.4864 -0.2218
C 2.0260 -2.4003 0.8752
C -2.2082 -0.6170 -0.4317
C 5.6190 1.0611 0.5196
H 6.6040 1.9810 2.2116
H -8.4674 1.4000 0.0348
H 3.6465 1.6797 -0.1568
H -2.3303 -0.0924 1.6526
H -7.7430 3.0004 -1.7076
H -4.0227 -1.6739 2.0469
H -4.4514 -2.0061 -0.9687
H -5.3366 3.1907 -2.2420
H 7.7484 2.9721 -0.1921
H 6.3589 4.2178 1.3179
H 4.8396 2.1420 2.2514
H 0.2757 -2.8648 2.0279
H 3.6412 0.2744 0.9440
H -4.0692 -3.3145 0.1891
H -5.5709 -1.5594 1.1901
H 2.1062 -1.9815 -2.4699
H 4.7848 0.1166 -1.7184
H 2.7171 -2.4113 1.7033
H 6.0879 0.1166 0.8164
H -1.1290 -0.4738 -0.4813
H -2.5932 1.2820 0.5705
H 6.4764 3.4741 -1.3324
H -3.7024 1.8115 -1.1141
H -2.6573 -0.3132 -1.3844
H -0.3378 -2.4132 -2.1756
H 4.8790 3.7729 0.4513
H -6.8392 0.0336 1.2119

(4)
Molecular formula: C18H24N4O4S
Method: DFT, ωB97M-V with the def2-TZVPD basis set

Summary:
HOMO-LUMO gap: 8.3 eV
Total charge: 0

Cartesian coordinates (Å):
S 0.5783 -0.1485 2.7467
O -1.4690 -0.9279 -2.8465
O 0.4418 3.0815 -1.7155
O -1.9041 -3.0765 -2.3732
O -2.8278 -1.1374 0.4949
N 0.5969 1.2108 -0.3485
N 2.8019 0.8169 3.6608
N -1.3702 1.7744 -1.0865
N 2.6933 0.6110 1.3122
C -0.0508 2.1432 -1.1360
C -0.6194 -3.2287 -1.7697
C 3.9254 1.1117 1.2011
C 2.1924 0.4880 2.5326
C 4.7093 1.6769 4.8450
C -4.0398 0.6101 -0.6032
C -4.5367 -1.2269 -2.2964
C 4.4454 1.2841 -0.1874
C 4.0280 1.3083 3.5707
C -3.6348 -1.8546 -3.3703
C -1.5355 0.6298 -0.3139
C 0.4575 -3.5018 -2.8099
C -2.7860 -0.0603 -0.0774
C 0.1519 -0.7740 1.0606
C -4.2392 0.2660 -2.0872
C -2.2139 -1.8766 -2.8577
C 4.6467 1.4708 2.3292
C -0.2846 0.3003 0.1500
H 0.5586 -2.6456 -3.4723
H -3.9515 -2.8774 -3.5704
H -3.6806 -1.2657 -4.2871
H -2.0810 2.2104 -1.6463
H 1.5796 1.1913 -0.0832
H 5.6437 1.8725 2.2520
H 4.9688 2.7341 4.8370
H -3.3347 0.5292 -2.6370
H 4.0494 1.4711 5.6821
H -0.7286 -4.0683 -1.0808
H -5.5776 -1.3678 -2.5912
H 1.4076 -3.6785 -2.3138
H -0.3880 -2.3160 -1.2119
H -0.6615 -1.4780 1.2285
H -4.8916 0.2406 -0.0295
H 4.1987 0.4145 -0.7926
H 3.9715 2.1522 -0.6471
H 5.5209 1.4357 -0.1826
H 0.1977 -4.3770 -3.4005
H 1.0465 -1.2727 0.6897
H -5.0583 0.8714 -2.4801
H -3.9701 1.6908 -0.4721
H -4.3819 -1.7690 -1.3618
H 5.6288 1.1047 4.9564

(5)
Molecular formula: C33H44ClN5O5P2Pb
Method: DFT, ωB97M-V with the def2-TZVPD basis set

Summary:
HOMO-LUMO gap: 7.0 eV
Total charge: +2

Cartesian coordinates (Å):
Pb 1.1298 -0.1818 0.4804
Cl -3.2884 -4.7895 -4.3475
P -1.2914 1.5752 -1.6383
P 1.1882 3.0843 -1.2106
O 1.7093 1.9735 -0.3564
O -0.3479 2.8742 -1.6644
O -1.0394 -2.1431 0.3986
O 1.3626 -1.8957 -1.3342
O -0.7497 0.4219 -0.8557
N 1.9921 3.1108 -2.6411
N -2.6247 2.1792 -0.8913
N -3.8735 -5.4862 8.5728
N 1.0345 4.4681 -0.3427
N -1.3710 1.1924 -3.2359
C 2.1413 4.8538 0.5390
C 2.9481 -1.8806 2.3183
C 0.2239 5.6008 -0.7954
C -3.2932 3.3727 -1.4129
C -1.6790 2.2042 -4.2458
C -0.7229 -3.0674 -1.8042
C 4.0077 0.2959 0.9219
C -1.2754 -3.7343 -2.9049
C -2.5685 -3.3720 3.8299
C -2.0898 -2.8936 2.5696
C -2.2292 -2.7090 5.0110
C -2.9351 -2.9438 -0.8370
C -2.6313 -3.9772 -2.9854
C 3.6275 1.8320 2.8816
C -3.3263 -4.5444 3.8851
C 2.9859 -0.6081 2.9014
C 0.6988 -2.7634 -1.8975
C -3.7006 -5.0704 5.1063
C -3.3235 -4.4274 6.2846
C 3.4143 -2.0319 1.0114
C 1.6941 4.1305 -3.6444
C -2.6019 -3.2354 6.2318
C -3.4669 -3.5612 -1.9531
C -1.7207 -0.1703 -3.6297
C -3.5247 1.2617 -0.1874
C 4.6049 -1.1858 -1.0410
C 3.3133 2.4964 -2.7742
C 3.5301 0.4856 2.2233
C 3.9708 -0.9586 0.3003
C 2.4974 -3.0810 3.1020
C -1.5936 -2.5063 1.5494
C -3.6432 -5.0069 7.5548
C -1.5751 -2.7073 -0.7504
H -0.6337 -4.0491 -3.7190
H -4.1181 3.1114 -2.0810
H -0.4716 5.2923 -1.5719
H -2.9731 0.3820 0.1353
H -2.7499 2.2669 -4.4567
H 2.7744 3.9907 0.7341
H 1.7367 5.2165 1.4847
H 0.8555 6.4041 -1.1814
H 2.7445 5.6492 0.0948
H -1.3247 3.1803 -3.9219
H -2.3304 -2.7350 7.1510
H -1.4810 -0.8531 -2.8194
H 0.6754 4.4957 -3.5215
H -3.9247 1.7693 0.6909
H 4.4859 2.3883 2.5074
H 3.8803 -1.5906 -1.7480
H -1.1363 -0.4427 -4.5108
H -3.6913 3.9441 -0.5741
H 2.3872 4.9733 -3.5846
H 5.0187 -0.2642 -1.4466
H 3.3773 1.9929 -3.7404
H 2.2477 -2.8079 4.1251
H 1.2258 -3.3745 -2.6463
H 3.4328 -3.0213 0.5673
H -4.2747 -5.9849 5.1594
H -3.5773 -2.6428 -0.0189
H 2.6750 -0.4960 3.9338
H -4.5323 -3.7354 -2.0216
H -2.5853 4.0004 -1.9507
H 3.7247 1.7369 3.9615
H 2.7318 2.4233 2.6749
H 3.2948 -3.8243 3.1345
H -2.7812 -0.2711 -3.8794
H -1.6727 -1.7827 4.9662
H 4.4918 1.1208 0.4122
H 1.7855 3.6870 -4.6367
H -3.6089 -5.0429 2.9679
H -1.1642 1.9388 -5.1700
H -4.3597 0.9490 -0.8216
H 3.4538 1.7619 -1.9864
H 4.1118 3.2415 -2.7242
H 1.6284 -3.5565 2.6462
H -0.3498 5.9904 0.0466
H 5.4134 -1.9122 -0.9525

(6)
Molecular formula: C37H77BBrN3O3P
Method: DFT, ωB97M-V with the def2-TZVPD basis set

Summary:
HOMO-LUMO gap: 5.6 eV
Total charge: +1

Cartesian coordinates (Å):
Br 2.2186 6.3204 -0.3154
P 3.4770 3.4472 -0.5673
O -0.2229 5.4887 -5.1296
O 0.7901 3.7482 -0.1704
O -2.9119 3.0386 -0.8447
N 4.2377 -3.8053 -0.0192
N 0.2631 3.9719 -2.9812
N 2.1340 5.7035 -3.1333
C 0.0539 -2.0760 2.8826
C 2.7408 -4.6094 -1.9265
C 5.2456 -7.1267 -5.4702
C -0.9260 -1.4198 4.0276
C 3.5376 -9.7136 -5.0030
C 1.6596 4.3826 -2.5684
C -7.5924 3.8388 6.1695
C 2.4596 -2.9120 2.1728
C 4.0780 -3.0144 2.4247
C -6.2469 3.0565 2.7369
C -6.9196 3.4710 7.4828
C -1.8868 2.5357 3.3103
C 1.5920 -2.3861 3.4617
C -5.7195 2.4928 4.0472
C 3.4887 3.3150 1.3654
C -6.7867 1.7573 4.8611
C -0.5647 4.1801 -0.5407
C -1.9950 4.7397 1.7624
C -1.2283 5.3180 0.4348
C 1.8373 4.4325 -0.9400
C -1.4987 2.7923 -0.5204
C -0.0879 2.7811 -5.4250
C 2.8449 -9.8931 -6.3561
C -1.0318 3.8722 2.7869
C 3.2835 -3.2941 -1.1094
C 4.9197 -2.8580 0.9902
C -0.9351 1.1782 3.3577
C -0.6968 4.7580 -2.0878
C 4.4865 -5.3221 0.0404
C -1.8530 -0.2179 3.3825
C 1.3292 -9.8042 -6.2706
C 3.5299 -5.8527 -1.2027
C 4.9231 4.6607 -0.9674
C -3.3149 2.4140 -2.1145
C -7.9672 2.6199 5.3230
C 3.3229 -8.3510 -4.3338
C 3.7559 -7.1408 -5.1650
B -0.0299 4.1523 -4.4752
H 0.3889 5.5504 -5.9365
H -0.4573 -3.0608 2.4423
H 0.8862 -9.9723 -7.2585
H -6.6581 2.2609 2.1079
H 1.3939 6.4391 -3.1344
H -5.2694 3.2973 4.6400
H 2.5724 5.6121 -4.0758
H -7.1808 0.9249 4.2619
H 5.1760 -5.9131 0.7850
H -6.7061 4.3752 8.0614
H -8.5078 4.4002 6.3933
H -7.5685 2.8298 8.0873
H -0.2090 1.8614 -4.6814
H -4.0133 1.4594 -1.9541
H -0.4981 6.1591 0.7924
H -0.3489 1.1497 2.3242
H -2.4345 2.7579 4.3328
H -4.9093 1.7883 3.8209
H 3.5068 -6.2299 -4.6068
H -6.3080 1.2970 5.7332
H -2.7580 2.2762 2.5393
H -8.6548 1.9856 5.8972
H 0.2017 2.9229 -2.8115
H -0.2102 1.1660 4.2911
H 1.9674 -4.5622 -2.8035
H -5.4358 3.5416 2.1824
H -1.4897 2.2694 0.5503
H 4.9606 -1.7547 0.6013
H -1.6518 -2.2357 4.4505
H 5.9743 4.1099 -1.0417
H 0.1701 -1.3476 1.9438
H 4.6935 5.3200 -1.9265
H -8.5342 2.9604 4.4487
H 3.3796 -6.9631 -1.5605
H 0.9322 -10.5624 -5.5884
H 5.5049 -6.2254 -6.0343
H 3.1870 -7.0918 -6.1003
H -2.1967 -0.4641 2.2758
H -1.0344 2.7537 -6.1268
H 2.0535 -3.9519 1.7574
H -4.0222 3.2064 -2.6597
H -6.9472 4.5189 5.6020
H 4.5081 -2.2489 3.1993
H 6.0378 -3.2444 1.1487
H -5.9715 2.9503 7.3206
H -2.0620 5.8692 -0.2185
H 4.5913 3.2755 1.7672
H 2.3966 3.5534 -3.0041
H -2.8076 -0.0975 4.0487
H 3.1849 -10.4952 -4.3160
H -0.9955 1.9887 -1.2459
H 2.9949 4.3350 1.7400
H -1.8098 4.7463 -2.4815
H 0.9296 2.5889 -6.0019
H 1.0005 -8.8209 -5.9240
H -0.2744 -0.9523 4.8796
H 5.8329 -7.1266 -4.5467
H 3.1129 -10.8796 -6.7546
H 1.5590 -3.2493 4.2856
H 5.0397 5.4103 -0.0474
H 2.8448 2.3827 1.6818
H 3.2171 -9.1589 -7.0797
H -3.0124 4.1767 1.5015
H 0.0133 3.5938 2.3404
H -2.4410 2.2015 -2.8636
H -7.0270 3.8042 2.9030
H 2.2994 -2.1313 1.2839
H -0.4008 5.9103 -2.0158
H 2.0440 -1.3903 3.9045
H 3.8700 -8.3433 -3.3823
H 4.6114 -9.8917 -5.1319
H 2.2647 -8.2362 -4.0712
H -0.8264 4.5218 3.7554
H 5.5445 -7.9906 -6.0709
H -2.3382 5.6963 2.3889
H 4.2851 -4.1247 2.8017
H 3.0456 -2.1521 -1.1990

| no. | DFT total energy (Eh) |
| --- | --- |
| 1 | -2777.892118 |
| 2 | -2160.372312 |
| 3 | -1717.940530 |
| 4 | -1618.559078 |
| 5 | -3269.265683 |
| 6 | -4785.443168 |